Here is a single C6H8N2O2 molecule from the OMol25 dataset. Energies are from ωB97M-V with the def2-TZVPD basis set.

```
18
Properties=species:S:1:pos:R:3:forces:R:3
N 1.6974 -2.0453 1.9159 1.722 -0.665 -0.933
C 0.9802 -2.3419 0.9225 3.134 1.319 -1.610
C -0.4948 -2.1802 0.7422 -0.125 -0.762 0.063
C -0.8800 -1.0147 -0.1879 0.205 -0.091 -0.053
C -0.2940 0.2877 0.2214 0.874 0.064 0.027
C 0.6518 1.1215 -0.2845 -0.390 -0.155 -0.146
N 0.6690 2.2895 0.4657 0.330 -0.129 0.622
C -0.1384 2.0545 1.4461 0.483 0.232 -0.246
O -0.7213 0.8483 1.3894 -1.040 -0.023 -0.031
H -0.9059 -3.1123 0.3264 -0.018 0.194 0.147
H -0.9294 -2.0313 1.7373 0.158 -0.046 -0.202
H -0.5615 -1.2142 -1.2194 -0.024 0.045 0.223
H -1.9770 -0.9467 -0.2132 0.261 0.029 0.040
H 1.3762 0.9345 -1.0719 -0.511 0.207 -0.051
H -0.3707 2.6837 2.3009 0.029 -0.184 -0.321
O 1.8539 -2.5187 -0.2669 -2.577 -0.229 0.829
H 1.2985 -2.6834 -1.0370 0.082 -0.114 -0.211
H 2.7261 -2.1302 1.4640 -2.592 0.305 1.852
```
Forces are in eV/Å.

E_tot (eV): -13425.6911
Energy above the lowest of the compared OMol25 structures with the same formula, charge and spin (eV): 1.6822
Structure (SMILES): [H]/N=C(\O)CCc1cnco1
Frontier orbital gap (eV): 9.791